# C14H17ClNOS2

2 unconnected molecules or ions with the total composition C14H17ClNOS2 in a non-equilibrium geometry (wB97M-V/def2-TZVPD, the Open Molecules 2025 dataset).

```
36
Properties=species:S:1:pos:R:3
C 0.226 -4.234 -0.415
C -0.511 -3.179 0.369
N -0.736 -2.044 -0.376
C -1.384 -0.911 0.112
C -2.207 -0.183 -0.864
C -2.766 1.064 -0.546
C -3.616 1.737 -1.432
C -3.895 1.158 -2.682
Cl -4.930 1.967 -3.779
C -3.331 -0.083 -3.034
C -2.504 -0.751 -2.122
C -1.245 -0.525 1.413
O -0.882 -3.300 1.528
H 0.597 -3.852 -1.375
H 1.066 -4.589 0.182
H -0.439 -5.086 -0.591
H -0.507 -2.121 -1.360
H -2.532 1.520 0.409
H -4.052 2.691 -1.161
H -3.540 -0.528 -4.003
H -2.117 -1.731 -2.405
H -1.672 0.420 1.731
H -0.632 -1.096 2.103
C -6.272 -2.076 5.261
C -5.004 -2.765 5.732
S -3.475 -2.262 4.872
C -3.905 -2.345 3.250
S -5.375 -1.892 2.578
C -6.602 -2.425 3.822
H -7.095 -2.435 5.885
H -6.193 -0.995 5.388
H -4.809 -2.508 6.781
H -5.071 -3.854 5.619
H -3.110 -2.590 2.546
H -6.710 -3.508 3.688
H -7.524 -1.914 3.519
```

Summary:
- orbital gap (eV) = 5.07
- charge = +1
- LUMO level (Eh) = -0.2088

***

# C5H4N2

C5H4N2 in the gas phase in a non-equilibrium geometry (wB97M-V/def2-TZVPD, the Open Molecules 2025 dataset).

```
11
Properties=species:S:1:pos:R:3
C -1.344 -0.147 -2.476
C -0.688 -0.135 -1.464
C 0.072 -0.117 -0.228
C -0.329 0.653 0.865
C 0.577 0.420 1.912
N 1.588 -0.359 1.833
N 1.165 -0.832 -0.041
H -1.925 -0.164 -3.377
H -1.188 1.302 0.890
H 0.639 0.777 2.954
H 1.432 -1.398 -0.867
```

Summary:
- energy relative to the best compared isomer or geometry (same formula, charge and spin) (kcal per mole) = 105.5
- orbital gap (eV) = 8.46
- LUMO level (Eh) = -0.0045

***

# C4H14N2OS

3 unconnected molecules or ions with the total composition C4H14N2OS in a non-equilibrium geometry (wB97M-V/def2-TZVPD, the Open Molecules 2025 dataset).

```
22
Properties=species:S:1:pos:R:3
C -1.255 1.223 0.611
N 0.036 -0.836 -0.655
C 1.024 -1.179 0.387
C 2.125 -0.134 0.364
S 3.438 -0.566 1.539
C -2.711 1.143 0.381
N -3.130 -0.234 -0.122
H -0.796 1.870 -0.119
H -0.888 1.171 1.622
H -0.591 -0.101 -0.242
H 0.531 -1.061 1.356
H 1.399 -2.182 0.206
H 1.687 0.840 0.594
H 2.482 -0.101 -0.679
H 4.169 0.517 1.243
H -3.051 1.850 -0.362
H -3.218 1.157 1.342
H -2.986 -0.306 -1.131
H -2.387 -0.831 0.231
H 1.469 -0.849 -3.004
H 0.729 -0.511 -1.408
O 1.925 -0.879 -2.152
```

Summary:
- energy relative to the best compared isomer or geometry (same formula, charge and spin) (kcal per mole) = 165.2
- orbital gap (eV) = 4.92
- LUMO level (Eh) = -0.1282

***

# C45H44N4O4P2SeSn

A molecular structure, C45H44N4O4P2SeSn (wB97M-V/def2-TZVPD, the Open Molecules 2025 dataset).

```
101
Properties=species:S:1:pos:R:3
Sn 1.868 0.818 -0.797
C 2.880 0.438 -4.007
N 3.299 -0.077 -2.670
C 3.201 -1.548 -2.644
C 1.856 -2.167 -2.324
C 1.827 -3.567 -2.664
C 0.801 -4.515 -2.560
C -0.521 -4.247 -2.364
C -1.032 -2.861 -2.152
N 1.005 -1.471 -1.651
C 4.705 0.301 -2.375
C 4.899 1.545 -1.546
C 6.193 1.949 -1.249
C 6.379 3.003 -0.380
C 5.266 3.645 0.149
C 4.020 3.192 -0.204
N 3.835 2.160 -1.044
C 1.842 1.538 -4.043
C 1.866 2.499 -5.048
C 0.846 3.434 -5.101
C -0.161 3.393 -4.142
C -0.095 2.412 -3.172
N 0.874 1.492 -3.134
H 3.755 0.787 -4.554
H 2.455 -0.392 -4.579
H 3.587 -1.963 -3.579
H 3.831 -1.918 -1.832
H 2.766 -3.952 -3.046
H 1.086 -5.545 -2.742
H -1.231 -5.066 -2.353
H -2.036 -2.942 -1.724
H 5.174 -0.492 -1.795
H 5.274 0.396 -3.302
H 7.035 1.407 -1.662
H 7.377 3.312 -0.098
H 5.369 4.465 0.845
H 3.122 3.647 0.191
H 2.669 2.520 -5.774
H 0.842 4.194 -5.872
H -0.965 4.117 -4.145
H -0.835 2.348 -2.376
C 0.205 -1.475 3.706
C -0.006 0.044 3.676
P -1.471 0.409 2.683
C -2.953 0.490 3.703
C -2.858 1.408 4.754
C -3.954 1.634 5.565
C -5.145 0.955 5.328
C -5.240 0.054 4.278
C -4.147 -0.182 3.457
C -1.422 1.963 1.789
C -2.620 2.445 1.250
C -2.640 3.678 0.628
C -1.472 4.432 0.543
C -0.289 3.955 1.088
C -0.254 2.718 1.718
C 0.185 -2.057 2.280
P -1.286 -1.446 1.421
C -1.083 -1.164 -0.328
C -0.164 -2.110 -1.083
C -1.167 -2.050 -3.408
C -1.724 -0.815 -3.426
C -2.222 -0.106 -2.300
C -2.019 -0.351 -0.935
C -2.689 -2.538 1.719
C -2.804 -3.184 2.954
C -3.880 -4.019 3.195
C -4.845 -4.212 2.213
C -4.725 -3.583 0.982
C -3.650 -2.744 0.730
H -0.530 -1.958 4.349
H 1.196 -1.663 4.115
H 0.863 0.518 3.200
H -0.134 0.459 4.675
H -1.935 1.950 4.932
H -3.881 2.341 6.381
H -6.003 1.138 5.963
H -6.171 -0.467 4.094
H -4.240 -0.880 2.636
H -3.539 1.878 1.349
H -3.568 4.066 0.228
H -1.492 5.404 0.066
H 0.613 4.550 1.028
H 0.671 2.358 2.153
H 0.178 -3.148 2.292
H 1.069 -1.722 1.725
H 0.178 -2.885 -0.382
H -0.846 -2.507 -4.337
H -1.857 -0.331 -4.387
H -2.868 0.734 -2.531
H -2.640 0.237 -0.265
H -2.062 -3.039 3.727
H -3.968 -4.520 4.150
H -5.693 -4.856 2.413
H -5.472 -3.745 0.215
H -3.573 -2.244 -0.225
O 3.267 -0.897 2.955
Se 3.513 -0.028 1.633
O 2.447 1.257 1.594
O 2.887 -0.861 0.289
O 5.004 0.429 1.304
```

Summary:
- orbital gap (spin up / spin down) (eV) = 5.23 / 5.92
- charge = +2
- LUMO level (spin up / spin down) (Eh) = -0.2546 / -0.2285

***

# C11H22N4

C11H22N4 in the gas phase in a non-equilibrium geometry (wB97M-V/def2-TZVPD, the Open Molecules 2025 dataset).

```
37
Properties=species:S:1:pos:R:3
C 3.098 0.930 -3.820
C 2.366 -0.399 -3.964
C 2.682 -1.386 -2.840
C 2.149 -0.943 -1.479
C 2.384 -2.010 -0.411
C 1.971 -1.563 0.992
C 0.464 -1.379 1.142
C 0.076 -1.013 2.573
C -1.435 -0.780 2.709
C -1.880 0.368 1.881
N -2.514 0.310 0.731
C -2.655 1.612 0.367
N -3.205 1.974 -0.826
N -2.151 2.467 1.238
N -1.652 1.657 2.202
H 2.767 1.464 -2.934
H 2.907 1.562 -4.685
H 4.171 0.767 -3.745
H 1.289 -0.219 -3.992
H 2.649 -0.855 -4.917
H 3.764 -1.526 -2.778
H 2.239 -2.354 -3.090
H 2.644 -0.021 -1.171
H 1.081 -0.738 -1.568
H 1.834 -2.916 -0.676
H 3.448 -2.263 -0.398
H 2.478 -0.625 1.234
H 2.308 -2.314 1.712
H 0.116 -0.593 0.471
H -0.045 -2.302 0.858
H 0.613 -0.110 2.875
H 0.371 -1.817 3.251
H -1.684 -0.589 3.756
H -1.975 -1.666 2.374
H -3.531 2.925 -0.871
H -3.816 1.281 -1.226
H -1.193 2.052 3.006
```

Summary:
- SMILES = CCCCCCCCCc1nc(N)n[nH]1
- energy relative to the best compared isomer or geometry (same formula, charge and spin) (kcal per mole) = 0.0
- orbital gap (eV) = 9.29
- LUMO level (Eh) = 0.0350

***

# C41H87FN4O4P

5 unconnected molecules or ions with the total composition C41H87FN4O4P in a non-equilibrium geometry (wB97M-V/def2-TZVPD, the Open Molecules 2025 dataset).

```
138
Properties=species:S:1:pos:R:3
C 2.855 2.590 7.174
C 4.097 1.749 7.397
O 5.044 1.849 6.638
O 4.211 0.909 8.477
C 3.088 0.055 8.709
C 3.097 -1.221 7.840
C 1.672 -1.677 7.461
C 1.548 -2.134 5.975
C 0.871 -0.996 5.176
P 1.303 -1.041 3.332
F 0.474 -2.504 3.090
O 0.015 0.003 2.828
C 0.361 1.366 2.849
C 1.791 1.554 3.459
C 2.690 2.627 2.856
C 3.345 2.190 1.527
C 4.741 1.639 1.682
C 4.976 0.318 1.988
C 6.249 -0.159 2.086
C 7.347 0.641 1.897
C 7.116 1.957 1.592
C 5.840 2.433 1.492
O 2.370 0.314 3.654
H 2.969 3.217 6.298
H 1.975 1.954 7.062
H 2.680 3.203 8.065
H 2.124 0.561 8.610
H 3.150 -0.267 9.751
H 3.537 -2.018 8.447
H 3.746 -1.081 6.973
H 0.975 -0.851 7.637
H 1.324 -2.498 8.098
H 0.945 -3.039 5.909
H 2.546 -2.285 5.561
H 1.217 -0.070 5.647
H -0.220 -1.008 5.304
H 2.481 -1.866 3.489
H 1.668 -1.046 1.921
H -0.315 1.773 3.624
H 0.082 1.950 1.959
H 1.557 1.968 4.467
H 3.400 3.002 3.596
H 2.032 3.478 2.624
H 3.425 3.077 0.892
H 2.725 1.416 1.067
H 4.134 -0.351 2.125
H 6.416 -1.211 2.302
H 8.352 0.249 1.981
H 7.980 2.590 1.419
H 5.740 3.482 1.221
C -4.575 0.659 0.200
C -4.516 -0.585 -0.673
N -3.297 -0.691 -1.449
C -3.346 -1.738 -2.452
C -3.459 -3.188 -1.966
C -2.054 -0.614 -0.689
C -1.806 -1.642 0.415
H -4.459 1.565 -0.398
H -5.542 0.709 0.704
H -3.807 0.652 0.975
H -5.361 -0.540 -1.369
H -4.684 -1.468 -0.037
H -2.469 -1.649 -3.099
H -4.202 -1.532 -3.107
H -2.508 -3.554 -1.581
H -3.734 -3.840 -2.800
H -4.217 -3.310 -1.192
H -1.992 0.379 -0.233
H -1.209 -0.648 -1.382
H -2.690 -1.828 1.029
H -1.025 -1.267 1.076
H -1.460 -2.597 0.019
C 0.593 2.170 -1.518
C 0.103 3.569 -1.183
N 1.169 4.496 -0.842
C 0.681 5.748 -0.291
C -0.159 6.659 -1.195
C 2.234 4.608 -1.820
C 1.847 5.044 -3.239
H 1.170 1.747 -0.694
H -0.260 1.516 -1.701
H 1.210 2.153 -2.419
H -0.566 3.486 -0.322
H -0.512 3.935 -2.021
H 1.533 6.318 0.092
H 0.083 5.506 0.594
H 0.458 7.189 -1.921
H -0.657 7.419 -0.589
H -0.933 6.111 -1.733
H 2.739 3.641 -1.890
H 3.002 5.285 -1.434
H 0.940 4.549 -3.589
H 2.649 4.781 -3.933
H 1.701 6.121 -3.314
C -1.881 1.538 -5.632
C -1.373 2.922 -6.008
N -0.745 2.986 -7.318
C -0.053 4.243 -7.558
C -0.896 5.523 -7.618
C -1.542 2.491 -8.426
C -2.900 3.157 -8.691
H -1.077 0.802 -5.665
H -2.279 1.556 -4.616
H -2.687 1.203 -6.287
H -0.629 3.212 -5.261
H -2.203 3.639 -5.916
H 0.528 4.160 -8.481
H 0.693 4.371 -6.766
H -1.436 5.609 -8.560
H -0.242 6.396 -7.548
H -1.613 5.587 -6.800
H -1.715 1.423 -8.270
H -0.942 2.538 -9.339
H -3.458 3.341 -7.772
H -3.512 2.502 -9.316
H -2.797 4.101 -9.224
C -4.712 -8.010 -2.304
C -3.767 -7.254 -1.382
N -3.649 -7.833 -0.058
C -2.944 -6.966 0.880
C -1.468 -6.655 0.612
C -3.283 -9.237 -0.011
C -1.957 -9.657 -0.661
H -5.710 -8.085 -1.868
H -4.798 -7.480 -3.254
H -4.354 -9.016 -2.527
H -4.158 -6.239 -1.276
H -2.789 -7.161 -1.880
H -3.041 -7.387 1.885
H -3.486 -6.016 0.918
H -0.824 -7.496 0.868
H -1.151 -5.815 1.232
H -1.283 -6.380 -0.427
H -4.086 -9.815 -0.478
H -3.284 -9.565 1.032
H -1.796 -9.173 -1.626
H -1.961 -10.736 -0.836
H -1.102 -9.440 -0.024
```

Summary:
- orbital gap (eV) = 6.80
- charge = -1
- LUMO level (Eh) = 0.0815